Formula: C30H56NO13P4
Source: the OMol25 dataset
Level of theory: ωB97M-V/def2-TZVPD

Geometry as XYZ:
```
104
Properties=species:S:1:pos:R:3:forces:R:3
C -0.643851 0.843736 1.012238 0.390 -0.236 -0.739
C -0.401388 -0.249914 0.531997 -0.192 0.568 -0.189
P -0.015868 -1.988352 -0.231333 1.509 0.637 0.883
C 0.343278 -3.793112 -0.801086 -0.718 -1.359 -0.230
O -0.850470 -4.665387 -0.838779 0.664 0.483 -0.157
C -0.676985 -5.827206 -0.159503 -0.750 -0.708 0.748
C -1.519157 -6.062533 0.936857 -0.638 0.521 0.196
C -1.449846 -7.205737 1.709277 0.158 -0.256 -0.248
C -0.526356 -8.204205 1.375482 -0.522 0.469 0.427
C 0.305324 -7.986305 0.289520 0.260 -0.700 0.163
C 0.232191 -6.829471 -0.484783 0.460 0.266 -0.312
C 1.801357 -1.627184 0.323864 0.692 0.579 -0.401
C 2.933750 -2.564035 -0.068174 0.390 -0.786 1.025
C 3.451015 -2.859841 -1.473017 -0.141 1.205 -0.413
N 3.599700 -3.168012 0.843772 0.059 -0.102 -0.068
C 0.449122 -1.222159 -1.952043 0.593 1.548 -1.383
C -0.039608 0.203771 -2.169083 -0.807 -0.602 -0.694
O -1.179288 0.516053 -2.346552 0.197 0.143 0.291
O 0.978781 1.188698 -2.280572 -0.305 -0.237 0.374
C 0.714600 2.393380 -1.656634 0.429 1.025 1.062
C -0.269377 3.435152 -2.170037 -0.957 -0.599 -0.834
O 1.362104 2.663249 -0.679072 -0.096 -0.114 -0.461
P -2.230944 -2.042703 -0.758298 -1.314 0.490 0.196
P -2.659712 -2.685612 -2.775281 -1.399 -0.104 -1.330
O -2.948053 -1.588664 -3.733359 0.532 0.158 0.110
O -4.059901 -3.548074 -2.656569 1.115 -0.212 0.435
O -1.590293 -3.684347 -3.506803 0.024 -0.280 0.738
P -0.619625 -2.861184 1.768683 -1.632 -1.947 -0.581
C -1.740724 -1.807002 2.793718 1.387 0.705 1.039
C 0.689670 -3.735746 2.723671 0.450 1.163 1.527
H -0.761109 1.904201 1.142897 -0.070 -0.420 0.359
H 0.739817 -3.827379 -1.828869 0.148 0.115 0.423
H 0.972332 -4.358327 -0.091725 0.493 0.868 -0.385
H -2.255843 -5.305865 1.210403 0.364 -0.068 -0.260
H -2.127133 -7.293781 2.562326 0.244 -0.137 -0.257
H -0.492799 -9.110377 1.980628 0.227 0.151 -0.275
H 1.032136 -8.775473 0.078009 -0.126 0.396 -0.266
H 0.907618 -6.695173 -1.333330 -0.196 -0.032 0.239
H 2.068248 -0.609169 -0.031614 -0.320 -0.429 -0.182
H 1.782943 -1.485301 1.419699 0.104 -0.463 -0.368
H 2.672846 -3.063814 -2.220198 0.179 -0.026 0.300
H 3.966965 -1.938243 -1.816675 -0.255 -0.320 0.021
H 4.211794 -3.648320 -1.480734 -0.415 0.085 0.336
H 3.246175 -2.911294 1.765855 -0.005 0.002 -0.053
H 0.097380 -1.789581 -2.829534 -0.314 0.042 0.480
H 1.538543 -1.141208 -2.107319 -0.352 -0.403 0.423
H 0.240888 4.261790 -2.684159 0.154 -0.368 0.206
H -1.016371 3.010860 -2.860019 0.429 0.044 0.171
H -0.839808 3.867905 -1.335693 0.492 -0.238 -0.057
H -2.793020 -3.081496 0.039275 0.300 -0.103 -0.636
H -4.470161 -3.521652 -3.532272 0.022 0.132 0.071
H -1.230111 -3.286364 -4.307915 -0.317 0.233 0.049
H -2.156195 -2.407576 3.619441 -0.161 0.058 -0.526
H -2.503480 -1.349566 2.154017 0.091 -0.402 0.139
H -1.196474 -0.968058 3.277890 -0.312 -0.181 -0.247
H 1.416629 -3.007942 3.149689 -0.005 -0.509 -0.188
H 0.220867 -4.205546 3.610117 0.005 0.119 -0.450
H 1.240272 -4.529938 2.205755 -0.353 0.349 -0.282
C -3.757305 2.322385 -0.863174 -0.058 0.042 0.156
O -4.393562 3.510471 -0.412654 -0.258 -0.088 -0.192
C -4.337818 4.552705 -1.367609 0.014 -0.100 0.439
C -5.527661 5.480932 -1.221840 0.057 0.105 -0.143
O -6.744967 4.946877 -1.730969 -0.012 0.011 0.113
C -7.352694 3.897632 -0.986551 -0.076 -0.054 -0.111
C -7.986334 4.348881 0.314425 0.192 -0.203 0.151
O -7.000594 4.597998 1.305281 0.054 0.307 -0.094
C -7.361515 5.636187 2.186906 0.089 -0.212 -0.059
H -2.679274 2.469463 -0.946097 0.042 -0.150 -0.109
H -3.951689 1.538453 -0.133694 0.066 0.057 0.041
H -4.166918 2.001871 -1.826322 0.121 -0.001 -0.050
H -4.323838 4.144434 -2.384917 0.009 0.020 -0.020
H -3.412196 5.119671 -1.194107 0.003 0.140 -0.230
H -5.331064 6.370274 -1.826933 -0.035 -0.062 -0.081
H -5.646341 5.821880 -0.192325 0.078 -0.199 0.090
H -6.658474 3.071960 -0.826920 0.066 0.086 0.197
H -8.152379 3.519014 -1.628520 -0.020 0.091 -0.010
H -8.644299 3.555933 0.693047 -0.156 0.017 -0.156
H -8.587245 5.247931 0.130154 0.031 0.007 -0.011
H -7.578119 6.558154 1.634338 -0.108 0.018 0.049
H -6.515559 5.824435 2.846809 -0.008 -0.088 0.005
H -8.229457 5.348880 2.791067 -0.061 0.139 0.029
C 8.710334 1.250869 -0.387017 -0.123 -0.070 0.183
O 7.792169 1.556115 0.637034 -0.054 0.135 -0.271
C 8.013166 2.834012 1.210633 -0.148 -0.325 0.159
C 6.718975 3.421333 1.740438 -0.064 0.145 0.028
O 5.851890 3.920707 0.732860 0.131 -0.058 -0.010
C 5.185060 2.959818 -0.086358 -0.142 0.045 -0.055
C 4.081406 2.201219 0.619052 0.229 -0.390 -0.074
O 4.621653 1.213607 1.491867 0.195 0.256 0.306
C 3.824459 1.009315 2.638241 0.063 -0.129 -0.199
H 9.719378 1.121521 0.021710 0.081 0.048 -0.120
H 8.393513 0.318640 -0.852658 -0.002 -0.023 0.087
H 8.714285 2.033634 -1.154367 0.107 0.024 0.006
H 8.441471 3.520597 0.470868 -0.001 0.014 -0.007
H 8.722452 2.709833 2.040441 0.064 0.229 0.019
H 6.977448 4.291200 2.351154 0.034 0.037 -0.081
H 6.199749 2.720152 2.395665 0.083 -0.201 -0.123
H 5.897447 2.280763 -0.556961 -0.002 -0.127 0.159
H 4.724380 3.540959 -0.888901 -0.037 0.066 0.089
H 3.462164 1.686020 -0.118718 -0.119 0.226 -0.056
H 3.452580 2.907790 1.171303 -0.020 -0.026 -0.027
H 3.675094 1.950997 3.180609 -0.119 -0.002 -0.002
H 4.352013 0.316712 3.294194 0.013 -0.046 -0.081
H 2.855787 0.577227 2.365423 -0.091 0.083 0.110
```
Positions in Å, forces in eV/Å.

The molar mass is 762.7 g mol⁻¹. As for the lowest unoccupied orbital energy: 2.45 eV. As for the HOMO energy: -3.80 eV. As for the total charge: -1. Its spin multiplicity is 1.

***

Formula: C18H24N4O4S
Source: the OMol25 dataset
Level of theory: ωB97M-V/def2-TZVPD

Geometry as XYZ:
```
51
Properties=species:S:1:pos:R:3:forces:R:3
C -0.408249 0.030733 7.017449 0.136 0.092 -0.024
H -0.524841 0.493670 7.993865 -0.025 0.026 0.077
H -1.290833 0.234990 6.418922 -0.109 -0.026 -0.003
H -0.326282 -1.045059 7.142132 -0.059 -0.090 0.026
C 0.833570 0.578522 6.325275 -0.129 0.078 0.313
C 1.021855 -0.021485 4.983054 0.867 0.336 -0.331
N 0.228636 -0.850754 4.420278 -0.769 0.299 1.313
N 0.603271 -1.259069 3.215755 0.418 -0.684 -1.397
C 1.706421 -0.733392 2.808092 0.128 0.646 1.086
N 2.337218 -0.971199 1.622887 0.803 0.036 -0.181
C 1.827721 -1.410796 0.423167 -0.142 0.051 0.039
O 2.568085 -1.520111 -0.527578 0.029 -0.085 -0.131
C 0.327575 -1.654841 0.329580 -0.132 0.147 -0.140
N -0.146040 -0.815062 -0.754409 -0.015 -0.336 -0.037
C -0.115477 0.535184 -0.614305 -0.213 -0.185 -0.162
O 0.106122 1.069868 0.455485 0.060 0.127 0.184
C -0.416974 1.291813 -1.864071 -0.130 0.551 -0.234
C -1.240441 2.398172 -1.790259 0.023 -0.084 0.078
C -1.526628 3.134785 -2.942488 0.164 -0.240 0.000
C -0.961128 2.756638 -4.149574 -0.032 0.128 -0.110
C -0.106428 1.653636 -4.215041 -0.120 0.001 0.116
C 0.161773 0.911122 -3.075046 0.134 -0.134 -0.230
H 0.847695 0.079321 -3.101940 0.087 -0.082 -0.032
O 0.404022 1.394482 -5.450400 -0.214 0.280 0.144
C 1.289761 0.310376 -5.598928 0.147 -0.184 -0.020
H 2.181497 0.429732 -4.976018 -0.042 -0.010 -0.010
H 0.803751 -0.641248 -5.360277 0.021 0.039 0.013
H 1.580935 0.310794 -6.648090 0.007 -0.042 0.085
H -1.141365 3.293792 -5.065834 -0.052 0.094 -0.089
O -2.360209 4.193574 -2.778608 0.113 -0.224 0.226
C -2.668858 4.987608 -3.899026 -0.054 0.127 -0.189
H -3.183279 4.408273 -4.672340 0.031 0.018 0.025
H -3.333062 5.768454 -3.532116 0.047 -0.041 -0.076
H -1.771238 5.446294 -4.325399 -0.029 -0.027 0.010
H -1.667489 2.697551 -0.847671 -0.041 0.050 0.138
H -0.161226 -1.214753 -1.679383 -0.036 0.106 0.014
H -0.160845 -1.325992 1.250267 0.077 -0.153 -0.273
C 0.016962 -3.133354 0.071577 -0.061 0.096 0.154
C 0.657668 -3.990115 1.160634 -0.036 0.076 -0.211
H 1.742487 -3.925126 1.114663 0.149 -0.063 0.060
H 0.331147 -3.651594 2.140706 -0.027 -0.005 0.118
H 0.372382 -5.031598 1.034352 0.013 -0.112 -0.001
C -1.492983 -3.347657 0.039730 0.224 0.058 -0.136
H -1.917574 -3.125526 1.015494 -0.100 0.028 0.137
H -1.721368 -4.380889 -0.210348 -0.056 -0.100 -0.011
H -1.965299 -2.700902 -0.695482 -0.130 0.026 -0.049
H 0.448655 -3.407753 -0.898421 0.016 0.038 0.011
H 3.302242 -0.662874 1.567504 -0.195 -0.168 -0.121
S 2.426314 0.367308 3.983219 -0.781 -0.525 -0.216
H 0.754836 1.664018 6.211915 0.062 -0.031 0.052
H 1.725516 0.380434 6.927053 -0.025 0.075 -0.009
```
Positions in Å, forces in eV/Å.

The molar mass is 392.5 g mol⁻¹. As for the lowest unoccupied orbital energy: 0.58 eV. Its structure (SMILES) is CCc1nnc(NC(=O)[C@@H](NC(=O)c2cc(OC)cc(OC)c2)C(C)C)s1. As for the HOMO energy: -8.45 eV. As for the total charge: 0. Its spin multiplicity is 1.

***

Formula: C5H15NO
Source: the OMol25 dataset
Level of theory: ωB97M-V/def2-TZVPD

Geometry as XYZ:
```
22
Properties=species:S:1:pos:R:3:forces:R:3
C -1.673812 1.541586 0.371781 -2.713 1.289 2.475
N -1.056618 0.412136 -0.157502 0.344 -0.048 1.617
C 2.271191 -0.799336 1.025153 -2.342 -1.667 2.463
C 0.816528 -0.987104 0.360091 2.173 2.511 2.371
C 0.383063 0.458458 -0.127843 0.128 -0.140 1.110
C 0.785302 0.779577 -1.606864 0.197 2.220 0.490
H -1.366746 2.584435 0.149692 0.880 -0.596 0.011
H -1.735643 1.340008 1.483955 0.270 1.069 -0.797
H -2.736640 1.625529 0.107737 0.017 -0.554 -0.203
H -1.410238 0.138545 -1.009919 -0.660 -0.390 -2.274
H 2.975254 -0.395777 0.400536 1.694 0.950 -1.803
H 2.705411 -1.676349 1.539943 -0.309 -0.354 -0.996
H 2.246934 -0.185725 1.940304 -0.558 0.561 -0.571
H 0.900341 -1.710819 -0.444821 -0.575 -0.186 0.082
H 0.104402 -1.182660 1.223048 0.832 -0.477 -1.400
H 0.661678 1.255947 0.810926 -0.397 -2.031 -3.011
H 1.395477 1.726896 -1.747293 -1.029 -0.829 0.248
H 1.443539 0.038227 -1.945011 0.841 -1.316 -0.714
H -0.139383 0.808568 -2.269661 1.391 0.087 0.802
H -2.905000 -1.854977 -0.008080 -1.415 -0.365 -0.002
H -1.559477 -1.560550 0.022385 0.743 -0.457 0.047
O -2.105562 -2.356617 -0.118557 0.488 0.722 0.054
```
Positions in Å, forces in eV/Å.

The molar mass is 105.2 g mol⁻¹. As for the lowest unoccupied orbital energy: 0.88 eV. Its structure (SMILES) is CC[C@@H](C)NC.O. As for the HOMO energy: -8.84 eV. As for the total charge: 0. Its spin multiplicity is 1.

***

Question: Which value of total charge does entry 3 give?
Answer: 0

***

Question: Among the records above, which one has the highest lowest unoccupied orbital energy?
Answer: C30H56NO13P4

***

Question: Which formula does entry 1 have?
Answer: C30H56NO13P4